Record 1
Molecular formula: C28H55BFN2O6
Method: DFT, wB97M-V/def2-TZVPD

CARTESIAN COORDINATES (ANGSTROEM)
F (-2.5141, 4.7375, -2.6537)
O (-3.7103, 1.0878, 3.1345)
O (-1.2019, -2.3056, -6.5515)
O (-3.7169, 1.5280, 8.2055)
O (-1.4356, -1.2331, -2.7337)
O (-2.9298, -1.5861, -0.9051)
O (6.7243, -1.5025, -2.7174)
N (-3.0145, 2.2047, -0.4941)
N (-2.4645, 3.6109, -1.9254)
C (-2.8932, -0.6408, 4.6832)
C (2.6596, 1.9058, -0.9438)
C (1.5845, 2.5646, -1.4888)
C (-2.7527, 0.0669, 3.3493)
C (1.1918, 0.6774, -2.9198)
C (-0.3585, 2.6063, -3.0660)
C (-0.1675, -3.9021, -8.1146)
C (-3.3632, 3.3787, -1.0013)
C (4.1535, -0.0983, -0.7325)
C (-2.3903, 0.0334, 9.6434)
C (-3.7159, 2.1542, 4.0773)
C (-1.9252, -3.2657, -5.7974)
C (-5.0973, 2.4262, 10.0358)
C (7.4689, -2.6917, -2.9302)
C (0.0101, -2.7534, -7.1374)
C (-4.9333, 1.4034, 8.9250)
C (6.7015, -0.7606, -5.0644)
C (-1.2996, 0.4057, -0.6807)
C (-2.4024, 2.9133, 4.1492)
C (-2.5237, 1.3822, 8.9580)
C (2.2743, 0.0222, -2.3663)
C (8.9720, -2.5024, -2.8256)
C (-1.1505, -3.8278, -4.6194)
C (2.9867, 0.6435, -1.3699)
C (-1.8751, 1.7172, -1.1172)
C (6.9838, -0.4316, -3.6083)
C (0.8666, 1.9236, -2.4724)
C (-1.5102, 2.6339, -2.0769)
B (-1.9057, -0.8550, -1.4958)
H (-0.2533, -4.3634, -4.9335)
H (0.7356, -3.0143, -6.3587)
H (7.1426, -3.3910, -2.1596)
H (7.1988, -3.1410, -3.8919)
H (-0.8378, -3.0198, -3.9597)
H (-3.1837, -0.1364, 10.3719)
H (-1.6333, 0.2536, 0.3570)
H (0.4215, -1.8942, -7.6684)
H (-1.8011, -0.6666, -3.4248)
H (-0.1291, 3.6436, -3.3338)
H (-1.5785, 2.2754, 4.4708)
H (-0.6977, 2.1007, -3.9748)
H (-5.7301, 1.5425, 8.1933)
H (-1.7043, 1.5039, 8.2475)
H (3.8465, -0.3660, 0.2842)
H (5.0482, 0.5246, -0.6871)
H (-0.2096, 0.3887, -0.6450)
H (-5.0326, 3.4389, 9.6343)
H (4.3481, -1.0049, -1.3054)
H (0.7914, -4.1719, -8.5579)
H (8.0107, -0.0727, -3.4830)
H (9.4816, -3.4574, -2.9565)
H (-1.4364, -0.0300, 10.1679)
H (-1.7420, 0.4763, 3.2246)
H (-2.1393, 3.3194, 3.1686)
H (6.8822, 0.1136, -5.6909)
H (-4.3263, 2.3264, 10.8007)
H (-2.4818, 3.7363, 4.8592)
H (-2.7519, 0.0433, 5.5213)
H (-4.0056, 1.7835, 5.0644)
H (-3.7560, -1.0932, -0.9889)
H (-4.5035, 2.8380, 3.7585)
H (9.3524, -1.8146, -3.5818)
H (-1.7722, -4.5229, -4.0535)
H (-4.1903, 3.9937, -0.6868)
H (0.6139, 0.1726, -3.6843)
H (-2.8988, -0.6537, 2.5404)
H (2.5140, -0.9713, -2.7278)
H (7.3352, -1.5687, -5.4310)
H (1.2824, 3.5520, -1.1539)
H (-2.4302, 2.1982, 9.6824)
H (-3.8890, -1.0758, 4.7780)
H (5.6633, -1.0742, -5.1902)
H (-2.4395, -0.7735, 8.9100)
H (6.3300, 0.3845, -3.2949)
H (3.2109, 2.4125, -0.1580)
H (9.2377, -2.0962, -1.8484)
H (-6.0654, 2.3029, 10.5220)
H (-3.4300, 1.6601, 0.2565)
H (-0.5719, -4.7919, -7.6305)
H (-2.2851, -4.0686, -6.4489)
H (-2.8130, -2.7487, -5.4275)
H (-5.0425, 0.3857, 9.3141)
H (-0.8562, -3.6203, -8.9125)
H (-2.1546, -1.4381, 4.7710)

E_HOMO in eV: -11.226
Total charge: +1
Frontier orbital gap in Eh: 0.311
Relative energy (zero: lowest compared OMol25 entry of this formula, charge and spin) in kJ/mol: 0.0

***

Record 2
Molecular formula: C28H55Cl16NO6S
Method: DFT, wB97M-V/def2-TZVPD

CARTESIAN COORDINATES (ANGSTROEM)
Cl (-0.5660, -1.8107, 6.0712)
Cl (0.7438, -4.4878, 8.0779)
Cl (-2.0471, -6.2313, 6.5106)
Cl (0.2894, 2.2329, 1.8950)
Cl (5.1166, 4.1411, -7.3162)
Cl (-5.5472, 6.7669, -4.7769)
Cl (-1.7239, 0.8871, 4.2899)
Cl (-4.2271, -3.6489, 6.0958)
Cl (-3.8850, 3.7996, -4.9518)
Cl (2.3686, -2.1522, 9.9579)
Cl (1.3490, -0.2134, -4.7507)
Cl (4.3385, 0.4778, -3.3012)
Cl (8.2746, 4.8018, -8.3135)
Cl (8.4048, 7.2269, -5.9463)
Cl (3.3331, 1.3303, -7.8867)
Cl (-3.3102, -0.4153, 7.5466)
S (-4.6425, 0.9178, -0.7524)
O (-3.2100, 1.5969, -0.9285)
O (-4.4478, -0.4287, -1.5656)
O (-4.7621, 0.5314, 0.6107)
O (-2.6152, -2.6154, 0.1642)
O (-1.6666, -4.6499, 0.3751)
O (-5.5988, 1.7949, -1.3149)
N (2.3078, -2.6473, -0.7628)
C (-3.0526, -0.4950, -1.9835)
C (-2.0263, -1.3664, 8.3389)
C (-2.5039, -1.9038, -2.1263)
C (-2.6293, -3.7094, 2.3304)
C (2.8237, -1.4928, -0.0361)
C (9.3324, 5.7056, -5.9672)
C (3.6463, 1.2651, -4.7506)
C (2.1488, 1.3795, -4.6598)
C (2.4403, -4.5388, 8.6189)
C (-1.3830, 2.6164, 4.0251)
C (-6.2462, 5.1334, -4.6182)
C (4.8714, 3.3429, -8.8898)
C (-4.4933, -5.3557, 5.6609)
C (0.1867, 1.1971, -1.1974)
C (-2.2428, 0.5377, -1.2037)
C (-0.6729, -1.1451, 7.7177)
C (2.1958, -0.1046, -0.3452)
C (0.8846, -0.1542, -1.1108)
C (-3.8239, -6.3025, 6.6211)
C (2.6282, -3.9174, 9.9780)
C (-2.5904, -2.3297, 3.0173)
C (-3.1200, -2.8869, -1.1467)
C (-5.3069, 4.1724, -3.9398)
C (9.7042, 5.2864, -7.3655)
C (-2.2544, -3.7242, 0.8798)
C (-1.2000, 2.9543, 2.5702)
C (3.5062, 2.7176, -8.9960)
C (-1.0984, 1.0935, -2.0336)
H (-2.2283, 3.1738, 4.4252)
H (-0.9051, 0.3837, -2.8378)
H (-1.9989, -1.0566, 9.3823)
H (-3.5226, -2.1346, 3.5353)
H (-4.1024, -6.0854, 7.6489)
H (-0.0566, 1.5362, -0.1902)
H (2.0697, 0.4766, 0.5688)
H (0.8604, 1.9388, -1.6270)
H (-1.9010, 0.0827, -0.2735)
H (0.0827, -1.6532, 8.3135)
H (-2.4373, -1.5171, 2.3132)
H (4.9862, 4.1061, -9.6577)
H (-4.9523, 4.5648, -2.9910)
H (-3.0773, -0.0958, -3.0029)
H (-4.1298, -5.5023, 4.6468)
H (10.2049, 6.0880, -7.9014)
H (-1.8963, -4.3408, 2.8230)
H (-6.5150, 4.7891, -5.6132)
H (3.9610, 0.6982, -5.6187)
H (3.0436, -4.0387, 7.8658)
H (-1.3798, 2.0431, -2.4773)
H (2.7223, 3.4317, -8.7591)
H (1.8439, 1.8511, -3.7290)
H (-5.5689, -5.5242, 5.6745)
H (-0.4237, -0.0879, 7.6629)
H (2.9121, 0.4535, -0.9489)
H (1.0621, -0.5343, -2.1156)
H (1.7744, 1.9715, -5.4912)
H (2.2539, -2.4977, -1.7585)
H (3.8866, -1.4372, -0.2585)
H (8.7342, 4.9446, -5.4733)
H (5.6584, 2.6032, -9.0132)
H (-4.1166, -7.3250, 6.3883)
H (-0.4961, 2.8674, 4.6017)
H (10.2366, 5.8740, -5.3852)
H (-2.8944, -3.8956, -1.4734)
H (-7.1531, 5.2311, -4.0246)
H (-1.7706, -2.3093, 3.7247)
H (2.7303, -5.5873, 8.6576)
H (2.6935, -1.7149, 1.0197)
H (-2.7394, -2.2421, -3.1331)
H (1.4333, -2.9901, -0.3973)
H (10.3685, 4.4251, -7.3241)
H (1.9436, -4.3444, 10.7057)
H (3.3447, 2.3449, -10.0058)
H (-3.5924, -4.2038, 2.4407)
H (-2.3161, -2.4137, 8.2916)
H (-2.0356, 2.6031, 1.9742)
H (0.2205, -0.8587, -0.6016)
H (-5.8174, 3.2307, -3.7490)
H (3.6490, -4.0826, 10.3175)
H (4.0855, 2.2590, -4.8159)
H (-4.2021, -2.7720, -1.1788)
H (-1.1113, 4.0332, 2.4534)
H (-1.4220, -1.9400, -2.0239)

SMILES string: CCC(=O)OCC[C@H]1OS(=O)(=O)O[C@@H]1CCCCCN.ClCCCl.ClCCCl.ClCCCl.ClCCCl.ClCCCl.ClCCCl.ClCCCl.ClCCCl
E_HOMO in eV: -8.648
Frontier orbital gap in Eh: 0.335

***

Record 3
Molecular formula: C28H55N5O9P3
Method: DFT, wB97M-V/def2-TZVPD

CARTESIAN COORDINATES (ANGSTROEM)
P (2.8494, 1.7388, 2.6794)
P (0.2114, -2.9044, 6.2240)
P (-1.3815, 1.5777, 2.6219)
O (2.6943, 2.8361, 1.6051)
O (-4.4317, 1.3307, -4.7353)
O (0.1731, -1.0423, -5.7689)
O (-1.3773, 3.1252, 3.4063)
O (0.3218, -2.0225, -10.1298)
O (-0.8710, 0.7114, -2.1045)
O (4.4648, 1.5190, 3.1726)
O (-0.4791, 1.7887, 1.1636)
O (2.3612, 0.2550, 1.9435)
N (2.3839, -1.0470, -8.1256)
N (-1.4551, 2.5533, -4.4458)
N (-0.5296, 0.4944, 3.7525)
N (-2.1569, -1.5446, 3.9828)
N (1.2131, -0.1756, 5.2652)
C (1.6652, 2.1457, 4.1405)
C (2.1938, 0.8730, 7.3202)
C (-2.9523, -1.5627, 5.0639)
C (2.4676, -0.0894, 6.0566)
C (-0.4154, 2.0597, -2.2463)
C (-4.0407, -2.7357, 5.3153)
C (0.7293, 1.3651, 7.6308)
C (1.5393, 2.8526, 9.7666)
C (-0.6022, -1.2767, -6.9319)
C (0.0896, -0.6990, -10.5811)
C (-4.0389, 2.6968, -4.6321)
C (1.4616, -1.6527, -5.7778)
C (1.6990, -2.4014, -10.0916)
C (2.9843, 2.3334, 9.4902)
C (-0.2263, -0.2189, -2.9619)
C (-0.8976, -0.8149, 4.3061)
C (2.2443, -2.4017, -8.6585)
C (1.9383, -3.6126, 6.5340)
C (-2.6368, 3.0161, -5.1796)
C (2.5073, -0.9584, -6.6681)
C (-1.4193, 2.9137, -3.0289)
C (-2.9389, -0.4000, 6.1942)
C (0.7500, 0.8588, 4.3434)
C (3.3002, 1.3666, 8.2939)
C (0.2504, -1.2720, 5.2791)
C (-0.5784, -4.1430, 4.9794)
C (-3.8236, 0.4658, -3.7942)
C (0.4090, 2.3333, 8.8289)
H (2.6936, -3.1516, 5.7940)
H (-0.4937, -2.2971, -7.3052)
H (-2.5526, 4.1020, -5.3041)
H (-0.6619, 2.6847, 8.9971)
H (-2.3933, 2.7763, -2.5502)
H (2.2860, -3.2676, 7.5837)
H (1.5572, -3.0049, -8.0584)
H (-4.7545, 3.2478, -5.2511)
H (-1.7148, -4.0907, 4.9669)
H (-0.1782, 1.0523, 7.0064)
H (0.5890, 2.1095, -2.6843)
H (4.3884, 1.0491, 8.1833)
H (-1.6538, -1.1148, -6.6820)
H (-4.4451, -0.4277, -3.6977)
H (-3.7311, -0.6396, 7.0037)
H (2.7030, -0.5026, 2.4727)
H (-1.4037, 1.5462, -4.5382)
H (2.3119, -1.7846, -10.7600)
H (3.2226, -2.8925, -8.6463)
H (-2.5662, 2.5811, -6.1811)
H (1.5859, -0.4912, -8.4066)
H (3.2945, 0.4431, 5.4428)
H (1.8219, -1.5763, -4.7462)
H (2.4946, 0.1079, -6.4230)
H (1.7413, -3.4280, -10.4661)
H (1.3743, -2.7258, -5.9764)
H (-3.2206, 0.6096, 5.7406)
H (-2.8540, 0.1403, -4.1706)
H (2.0197, -4.7471, 6.4590)
H (1.1090, 3.0860, 3.8164)
H (-0.6186, -0.1701, -3.9736)
H (-0.3485, 2.4645, -1.2329)
H (-0.1290, -3.8628, 3.9490)
H (0.2914, 0.0343, -9.8001)
H (3.5003, -1.3309, -6.3905)
H (-4.3939, -3.1453, 4.3115)
H (0.6880, -0.4628, -11.4674)
H (-4.1942, 3.0631, -3.6120)
H (1.2533, 3.5791, 10.5972)
H (2.9099, -1.0914, 6.3700)
H (2.3268, 2.4024, 5.0388)
H (-1.1520, 3.8319, 2.7512)
H (-0.4247, -1.2233, -2.5810)
H (-1.9370, -0.3608, 6.7623)
H (-1.1436, 3.9690, -2.9359)
H (-0.4734, 0.8748, 0.7747)
H (-3.4924, -3.5425, 5.9135)
H (-0.3411, -0.5469, -7.6973)
H (3.8305, 2.6802, 10.1775)
H (4.5642, 0.5529, 3.3803)
H (-3.7307, 0.9249, -2.8073)
H (-0.1906, -5.2125, 5.1913)
H (-4.9062, -2.3768, 5.9928)
H (-0.9659, -0.6138, -10.8468)
H (0.8585, -0.0664, -2.9824)

E_HOMO in eV: -9.831
Total charge: +1
Frontier orbital gap in Eh: 0.231

***

Record 4
Molecular formula: C28H55N9O2PTl
Method: DFT, wB97M-V/def2-TZVPD

CARTESIAN COORDINATES (ANGSTROEM)
Tl (1.5633, -0.6423, -0.1947)
P (-1.4916, 1.2489, -1.0518)
O (-0.0919, 0.6751, -1.1424)
O (3.1826, -1.6446, 1.3201)
N (3.3123, -3.8644, 0.8942)
N (-1.5205, 2.3463, 0.1816)
N (0.7097, 0.1507, 1.8222)
N (2.2542, 1.6572, -2.5628)
N (-2.6828, 0.1975, -0.6713)
N (4.9390, -2.8034, 2.1391)
N (2.9658, 1.0429, -0.4123)
N (1.6746, 0.3475, 2.8593)
N (-1.8256, 1.9253, -2.4982)
C (-1.1441, 1.4939, -3.7509)
C (2.2353, 0.6705, 5.1530)
C (-3.6112, -1.9790, -1.0024)
C (-3.7740, -1.5508, 0.4569)
C (-3.4759, 1.9335, -4.2045)
C (1.2296, -5.8618, -1.5549)
C (0.8945, -2.4632, -0.8549)
C (-0.4059, -4.7817, -3.1333)
C (3.0056, 1.8962, -1.4647)
C (-0.4763, 3.4092, 0.1514)
C (-2.3092, 3.9461, 1.6942)
C (-0.0766, -0.1099, 4.5928)
C (-2.7812, 3.0038, 0.5992)
C (0.4984, -3.5461, -1.2188)
C (-1.1101, -5.3654, -0.7861)
C (3.7923, -2.7388, 1.4425)
C (0.6405, 2.2282, 4.0272)
C (3.7895, 1.2614, 0.6576)
C (-0.9689, 4.4755, 1.1575)
C (-3.1756, 2.4810, -2.8141)
C (4.6463, 2.3160, 0.7240)
C (-2.0996, 1.9170, -4.8692)
C (-2.6534, -0.5345, 0.6168)
C (-3.2768, -0.6745, -1.7287)
C (3.8856, 2.9934, -1.4421)
C (4.6883, 3.2048, -0.3581)
C (0.0502, -4.8828, -1.6707)
C (1.0898, 0.7792, 4.1567)
H (1.3758, 1.1667, -2.4647)
H (0.9582, -6.8119, -2.0160)
H (-0.0615, -0.4399, 2.1336)
H (-4.1753, -0.2050, -2.1243)
H (-0.2494, 4.6383, 1.9561)
H (5.3614, 4.0544, -0.3425)
H (1.4951, 2.8822, 3.8353)
H (-4.5039, -2.4508, -1.4101)
H (2.1163, -5.4781, -2.0604)
H (-0.7703, -5.7549, -3.4674)
H (-0.1800, 1.9901, -3.8518)
H (1.4694, -6.0616, -0.5073)
H (-3.2120, 3.5814, -0.2263)
H (2.5521, -0.3710, 5.2795)
H (-3.0263, 4.7394, 1.8941)
H (-1.7020, -1.0711, 0.7349)
H (0.5023, 2.9942, 0.4066)
H (-3.8809, 0.9226, -4.1398)
H (-3.5140, 2.2697, 0.9259)
H (0.1518, 2.5552, 4.9472)
H (-0.3467, 0.1076, 5.6267)
H (0.4169, -4.4805, -3.7817)
H (-1.1065, 5.4289, 0.6502)
H (5.3139, -1.9609, 2.5348)
H (-4.7395, -1.0620, 0.6061)
H (-4.1940, 2.5527, -4.7391)
H (-0.3984, 3.8381, -0.8525)
H (3.7337, 0.5267, 1.4419)
H (-0.9703, 0.4155, -3.7514)
H (5.2848, 2.4402, 1.5868)
H (-1.2164, -4.0583, -3.2387)
H (1.9216, 1.0418, 6.1295)
H (3.8202, -4.7311, 0.9225)
H (-2.7791, -2.6801, -1.0921)
H (-2.0128, -4.7789, -0.9651)
H (-0.9762, 0.0596, 3.9931)
H (3.0912, 1.2597, 4.8177)
H (-2.1623, 3.3840, 2.6175)
H (0.1919, -1.1703, 4.5398)
H (2.1422, -0.5464, 2.9693)
H (5.4565, -3.6569, 2.2544)
H (-1.8449, 2.9188, -5.2183)
H (3.9099, 3.6545, -2.2991)
H (2.5143, -3.7891, 0.2801)
H (-3.1285, 3.5709, -2.8370)
H (-0.8544, -5.3018, 0.2724)
H (-0.0861, 2.3573, 3.2204)
H (2.2732, 2.3527, -3.2890)
H (-2.0429, 1.2417, -5.7204)
H (-2.7876, 0.1437, 1.4591)
H (-1.3348, -6.4078, -1.0214)
H (-2.5841, -0.8367, -2.5549)
H (-3.9081, 2.1868, -2.0623)
H (0.2928, 1.0485, 1.5770)
H (-3.6927, -2.3770, 1.1617)

E_HOMO in eV: -14.036
Total charge: +2
Frontier orbital gap in Eh: 0.346
Relative energy (zero: lowest compared OMol25 entry of this formula, charge and spin) in kJ/mol: 13.9